No. 1
120
Properties=species:S:1:pos:R:3:forces:R:3 method="wB97M-V/def2-TZVPD" homo_ev=-8.899 gap_ev=1.2 fmax_ev_per_a=4.82 total_charge=+1
C 0.530 0.624 1.866 -0.69 -0.37 -0.45
C -0.830 0.489 1.019 -0.02 -0.83 1.56
O -0.512 -0.048 -0.290 0.42 1.66 0.01
C -0.028 1.012 -1.192 -0.35 -1.02 -0.30
C -1.332 1.789 -1.716 0.26 0.63 0.94
P -1.493 1.829 -3.640 -1.96 -1.95 0.12
C 0.023 1.238 -4.603 1.62 -0.85 -0.41
C 1.436 1.891 -4.200 1.35 -0.17 -1.06
C 2.014 2.939 -5.279 1.43 3.31 -1.68
C 1.778 2.875 -6.804 1.47 2.14 0.90
C 2.317 3.942 -7.822 0.68 0.72 3.56
C 3.128 5.160 -7.314 -1.61 -3.17 3.15
C 3.415 5.241 -5.765 -2.10 -2.57 -1.65
C 2.867 4.162 -4.763 -0.36 0.36 -3.95
C -2.091 0.010 -3.510 -0.72 -3.47 0.35
C -2.437 -0.719 -4.871 -3.23 -0.20 -1.82
O -3.430 -0.548 -5.605 3.66 -0.05 3.02
O -1.540 -1.808 -5.271 1.06 2.30 -0.65
C -0.764 -1.456 -6.406 1.09 0.44 -3.65
C 0.808 -1.859 -6.342 -1.01 -0.68 1.91
O -1.158 -0.924 -7.466 0.47 -1.37 4.27
C -3.206 2.301 -4.287 -1.95 0.31 0.44
C -3.343 2.771 -5.808 -2.15 0.12 -0.74
N -2.320 2.343 -6.769 0.17 1.05 0.63
N -4.663 2.197 -6.313 0.61 0.18 -0.43
N -3.581 4.266 -5.798 1.32 -0.83 0.02
P -0.840 3.922 -3.537 1.99 4.38 0.25
O -1.900 4.942 -2.666 -0.27 -1.12 -2.01
O -0.638 4.659 -5.057 -0.62 -0.53 1.35
H 1.023 1.608 1.568 -0.26 -1.48 0.64
H 0.314 0.596 2.988 0.26 0.27 -1.55
H 1.167 -0.305 1.596 -0.81 1.69 0.40
H -1.425 1.462 1.014 0.86 -1.27 -0.24
H -1.509 -0.296 1.532 1.09 1.29 -0.93
H 0.720 1.697 -0.664 -1.16 -0.84 -0.72
H 0.548 0.439 -2.013 -1.02 1.01 1.21
H -2.266 1.267 -1.275 1.57 0.74 -0.98
H -1.314 2.832 -1.252 -0.12 -1.21 -0.88
H -0.112 1.269 -5.752 -0.04 0.23 2.01
H 0.133 0.109 -4.365 -0.42 1.92 -0.26
H 2.212 1.026 -4.200 -1.30 1.24 -0.01
H 1.482 2.311 -3.129 -0.24 -0.36 -1.86
H 1.175 2.014 -7.252 0.95 1.33 0.72
H 2.088 3.859 -8.948 0.34 -0.08 2.17
H 3.504 5.966 -8.060 -0.75 -1.59 3.17
H 4.012 6.152 -5.426 -0.96 -1.59 -0.21
H 3.117 4.341 -3.668 -0.54 -0.52 -1.59
H -3.044 -0.041 -2.853 1.38 0.19 -1.35
H -1.338 -0.676 -2.953 -1.04 1.16 -0.99
H 0.947 -2.959 -6.676 -0.29 1.95 0.29
H 1.475 -1.129 -6.905 -1.23 -1.06 0.55
H 1.072 -1.851 -5.218 -0.13 -0.02 -1.76
H -3.588 3.179 -3.630 0.81 -1.35 -0.94
H -3.993 1.470 -4.115 1.57 1.19 -0.42
H -1.407 2.799 -6.674 -0.50 -0.29 0.09
H -2.269 1.332 -6.932 -0.08 0.58 0.25
H -5.127 2.956 -6.843 0.51 -0.74 0.39
H -4.473 1.458 -7.016 -0.20 0.44 0.81
H -3.425 4.650 -6.740 -0.36 -0.29 0.63
H -4.521 4.469 -5.436 0.55 -0.28 -0.50
H -2.670 5.207 -3.236 0.77 -0.29 0.53
H -0.205 5.539 -5.003 -0.19 -0.86 0.15
F 2.147 0.026 5.186 0.02 -0.32 -0.03
C 2.270 -1.294 5.054 0.00 -0.26 0.01
C 1.411 -2.131 5.752 -0.33 0.55 0.14
C 1.538 -3.513 5.608 -0.57 -0.06 -0.22
C 2.532 -4.040 4.774 0.05 -0.61 -0.61
C 3.391 -3.186 4.083 -0.07 0.31 -0.03
C 3.256 -1.807 4.219 0.11 -0.04 -0.11
H 0.653 -1.705 6.398 0.00 -0.05 -0.05
H 0.866 -4.180 6.144 0.16 0.03 0.23
H 2.633 -5.116 4.666 0.06 0.10 0.13
H 4.164 -3.594 3.440 -0.10 0.05 0.08
H 3.909 -1.129 3.682 -0.05 -0.01 0.06
Be 0.453 -3.763 3.761 0.54 0.17 0.44
C 4.206 6.084 -11.508 0.03 0.14 -0.38
Cl 3.581 5.938 -9.847 0.49 0.21 -2.45
Cl 4.365 7.801 -11.933 -0.03 -0.31 0.10
Cl 5.795 5.297 -11.612 -0.32 0.14 0.07
Cl 3.079 5.296 -12.634 0.18 0.12 0.22
C 5.179 -6.307 9.011 -0.03 0.29 -0.27
C 5.190 -7.808 8.776 0.43 -0.04 0.38
O 3.901 -8.405 8.843 -1.03 0.76 -0.13
C 3.042 -8.355 7.685 2.59 -0.99 0.22
O 3.659 -8.799 6.612 -1.31 0.73 -0.05
C 2.358 -6.955 7.469 -0.54 0.64 0.74
F 2.002 -6.402 8.650 0.20 -0.23 -0.43
F 1.207 -7.070 6.763 0.46 -0.14 -0.11
F 3.114 -6.042 6.830 -0.12 -0.25 -0.16
H 4.468 -6.032 9.793 0.12 -0.10 0.03
H 6.176 -5.962 9.298 -0.06 -0.09 0.04
H 4.908 -5.767 8.104 0.04 0.05 0.11
H 5.756 -8.260 9.596 -0.22 -0.16 -0.09
H 5.729 -8.068 7.861 -0.30 -0.03 -0.11
H 2.188 -8.957 8.045 -0.31 -0.25 -0.24
C -2.962 -0.403 7.641 0.06 0.39 -0.18
O -3.525 -1.521 8.323 0.19 -0.50 -0.21
C -3.141 -2.714 7.839 -0.40 -0.05 0.46
O -2.388 -2.894 6.910 -0.01 0.09 0.19
O -3.740 -3.669 8.566 0.29 0.55 -0.35
C -3.422 -5.000 8.162 0.04 -0.52 -0.07
H -3.341 0.503 8.117 -0.08 -0.28 0.12
H -1.873 -0.407 7.726 -0.10 -0.08 -0.10
H -3.269 -0.396 6.593 0.15 -0.09 0.08
H -2.351 -5.191 8.267 -0.10 0.07 -0.12
H -3.747 -5.179 7.134 0.15 0.08 0.07
H -3.960 -5.685 8.817 -0.02 0.32 0.04
C -1.916 3.704 4.411 0.09 0.00 -0.06
S -3.393 2.856 3.810 0.00 0.04 -0.07
O -2.942 1.785 2.867 0.06 0.30 0.13
C -4.008 4.230 2.815 0.01 0.01 -0.10
H -1.349 3.011 5.033 -0.12 -0.01 -0.05
H -1.300 4.022 3.568 -0.08 -0.04 -0.02
H -2.211 4.568 5.009 -0.04 -0.07 -0.02
H -3.261 4.515 2.071 0.02 -0.08 0.07
H -4.235 5.078 3.464 0.01 -0.09 0.02
H -4.919 3.909 2.309 0.08 -0.07 0.11
O -2.013 -2.688 -0.053 -0.05 0.19 0.10
H -1.514 -1.917 -0.359 0.05 0.03 0.02
H -2.865 -2.323 0.215 0.09 -0.13 -0.06


No. 2
49
Properties=species:S:1:pos:R:3:forces:R:3 method="wB97M-V/def2-TZVPD" homo_ev=-11.405 gap_ev=8.9 smiles=COc1cc(C[NH2+]CCCCO)ccc1OCc1ccccc1F e_above_lowest_kcal_mol=0.0 fmax_ev_per_a=0.70 total_charge=+1
C -0.551 -2.578 -2.653 0.22 -0.22 -0.07
H -0.634 -2.633 -3.736 0.05 -0.03 0.07
H 0.487 -2.355 -2.383 -0.04 0.00 0.01
H -0.850 -3.536 -2.218 0.01 0.02 0.00
O -1.418 -1.540 -2.262 -0.32 0.23 0.24
C -1.584 -1.273 -0.952 -0.21 0.20 -0.08
C -0.897 -1.891 0.087 -0.03 -0.06 -0.15
C -1.130 -1.522 1.408 -0.08 0.07 0.08
C -2.075 -0.553 1.706 0.08 -0.16 -0.04
C -2.758 0.078 0.680 -0.02 -0.05 -0.27
C -2.511 -0.254 -0.640 0.14 -0.10 -0.04
O -3.150 0.408 -1.655 -0.15 -0.41 0.30
C -2.550 1.659 -1.979 0.23 0.30 -0.04
C -1.168 1.457 -2.548 -0.02 0.09 0.30
C -0.048 1.361 -1.735 0.08 0.05 -0.20
C 1.213 1.088 -2.227 -0.08 0.00 0.20
C 1.371 0.897 -3.588 -0.06 -0.02 0.03
C 0.273 0.983 -4.427 -0.04 -0.03 -0.15
C -0.980 1.258 -3.910 0.14 0.04 0.14
H -1.837 1.313 -4.564 -0.12 0.01 -0.09
H 0.394 0.834 -5.489 0.01 0.00 -0.11
H 2.350 0.683 -3.988 0.10 0.00 -0.05
H 2.056 1.031 -1.554 0.06 0.02 0.08
F -0.171 1.536 -0.378 0.00 0.08 -0.18
H -2.513 2.303 -1.090 -0.08 -0.09 -0.16
H -3.209 2.105 -2.724 0.10 0.01 0.10
H -3.489 0.841 0.895 -0.12 0.09 -0.01
H -2.279 -0.283 2.730 -0.05 0.03 0.17
C -0.308 -2.103 2.525 -0.49 -0.27 -0.25
N 0.755 -1.126 2.903 -0.10 0.28 0.33
H 0.318 -0.138 2.933 0.15 -0.49 0.08
C 1.866 -1.039 1.929 0.65 0.10 -0.25
C 2.850 0.070 2.294 -0.24 0.14 -0.19
H 3.120 -0.005 3.350 0.12 -0.05 0.07
H 3.760 -0.102 1.719 0.01 -0.11 0.06
C 2.362 1.490 1.986 -0.13 -0.06 0.37
H 1.980 1.534 0.965 0.02 0.08 -0.09
C 1.293 2.032 2.935 0.56 0.36 -0.16
H 1.577 1.870 3.977 0.00 0.06 -0.04
H 1.176 3.107 2.776 -0.01 -0.06 0.09
O 0.030 1.393 2.773 -0.30 -0.03 -0.11
H -0.327 1.617 1.902 -0.08 -0.07 0.00
H 3.217 2.163 2.045 0.03 0.06 -0.03
H 2.383 -2.001 1.899 -0.18 -0.01 0.04
H 1.427 -0.847 0.948 -0.04 -0.07 0.08
H 1.132 -1.349 3.827 -0.06 0.04 -0.13
H -0.935 -2.274 3.401 0.15 0.02 0.02
H 0.159 -3.045 2.234 0.07 0.09 0.10
H -0.175 -2.664 -0.127 0.09 -0.09 -0.07